Entry 1:
Computed, not measured: a cluster of 3 separate species, C24H28F16O6 in total at a distorted geometry, with ωB97M-V/def2-TZVPD.

Structure (XYZ):
```
74
Properties=species:S:1:pos:R:3:lowdin_charge:R:1
C 0.66895 6.06303 -1.47095 -0.1167
C 0.99051 5.59026 -3.00830 -0.3895
C 0.33869 6.74511 -4.02730 -0.1151
C 2.58274 5.49913 -3.38758 -0.1818
C 3.41738 4.36421 -2.49060 -0.1368
C 2.54660 2.97719 -2.60763 -0.0968
C 1.93994 2.34160 -1.36953 0.0621
C 1.04260 0.96558 -1.68453 -0.1220
O 1.07134 -0.11197 -0.88709 -0.0223
C 0.11568 1.06532 -3.07324 -0.1086
O -1.28272 0.59437 -3.16669 -0.1163
C -2.06080 1.87233 -3.28604 -0.1322
C -3.48477 1.85047 -2.47538 -0.3309
C -3.82652 3.44673 -2.11310 -0.0802
O -3.46106 1.14713 -1.18421 -0.0939
C 0.71082 1.71520 -4.30952 0.0826
C 2.27536 2.26741 -4.09785 -0.1806
O 3.19804 2.16713 -5.05810 -0.0236
H 1.58448 6.52052 -0.89865 0.0800
H -0.17244 6.90992 -1.46106 0.0797
H 0.19682 5.17113 -0.83406 0.0807
H 0.37200 4.61580 -3.21544 0.1112
H -0.68984 7.07240 -3.57300 0.0728
H 1.10419 7.61346 -4.19840 0.0850
H 0.09104 6.14380 -5.02715 0.0885
H 3.03260 6.58886 -3.20018 0.1322
H 2.67989 5.15984 -4.50409 0.1185
H 3.32830 4.72470 -1.35620 0.1168
H 4.53296 4.24207 -2.83472 0.1276
H 2.08417 2.79935 -0.30221 0.1284
H -2.15211 2.24408 -4.39964 0.1472
H -1.37846 2.68241 -2.73519 0.1205
H -4.32045 1.50478 -3.21762 0.1466
H -4.54023 3.56013 -1.19046 0.0861
H -2.83195 4.05445 -1.85565 0.0820
H -4.26086 3.97751 -3.08321 0.0920
H -4.36678 1.28116 -0.76931 0.1116
H 0.11930 1.82322 -5.32851 0.1408
C -2.19868 -3.11422 1.02599 -0.0448
C -0.78452 -3.62882 0.71811 -0.4141
C -0.18528 -3.12827 -0.59226 -0.2911
F -0.92636 -3.45934 -1.67048 0.0871
F 1.04498 -3.67799 -0.79427 0.0890
F -0.78514 -4.98738 0.77950 0.1217
F 0.02877 -3.21443 1.74039 0.0867
O -3.28445 -3.97279 0.66068 0.0341
C -3.68315 -3.90248 -0.70709 -0.4768
C -3.38577 -5.19006 -1.48913 -0.2633
F -2.07882 -5.54400 -1.40740 0.0863
F -3.66172 -5.03385 -2.81218 0.0919
F -3.13248 -2.80097 -1.27014 0.1218
F -5.02618 -3.67987 -0.69264 0.1325
H -2.26926 -3.04393 2.11921 0.1456
H -2.35497 -2.08667 0.67743 0.1482
H -0.05850 -2.04021 -0.57786 0.1425
H -3.98261 -6.02465 -1.11097 0.1746
C 2.41304 -5.28446 5.57703 -0.0520
C 0.94846 -4.92522 5.28475 -0.4265
C 0.74274 -3.62255 4.51832 -0.2961
F 1.25082 -2.54889 5.15900 0.0876
F -0.58629 -3.37177 4.35302 0.0837
F 0.24983 -4.93315 6.45150 0.1208
F 0.42338 -5.94467 4.53425 0.1045
O 2.91818 -4.90992 6.86311 0.0319
C 3.34986 -3.55517 6.97719 -0.4768
C 2.46520 -2.71669 7.91111 -0.2634
F 1.15967 -2.75536 7.54485 0.0857
F 2.83392 -1.40727 7.88944 0.0925
F 3.46466 -3.02375 5.73703 0.1209
F 4.61521 -3.60821 7.47677 0.1354
H 2.46668 -6.38090 5.57741 0.1516
H 3.08774 -4.98013 4.76837 0.1475
H 1.19148 -3.67689 3.52040 0.1603
H 2.53416 -3.07493 8.94197 0.1751
```

Properties
**Energy relative to the best compared isomer or geometry (same formula, charge and spin)**: 243.1 kcal per mole
**LUMO level**: -1.69 eV
**SMILES**: CC(C)CCC1=CC(=O)C(OC[C@H](C)O)=CC1=O.FC(F)C(F)(F)COC(F)(F)C(F)F.FC(F)C(F)(F)COC(F)(F)C(F)F
**HOMO-LUMO gap**: 8.04 eV
**M**: 716.45 g mol⁻¹

***

Entry 2:
Computed, not measured: an isolated molecule of C24H28N2O2, with ωB97M-V/def2-TZVPD.

Structure (XYZ):
```
56
Properties=species:S:1:pos:R:3:lowdin_charge:R:1
C -5.18961 -0.09594 -0.43201 -0.0620
C -3.82547 -0.71357 -0.36071 -0.3122
C -3.51221 -1.65219 0.61408 -0.0579
C -2.28193 -2.27338 0.64394 -0.0230
C -1.29640 -1.97800 -0.30470 -0.2296
C -1.60367 -1.00650 -1.26093 -0.0191
C -2.84326 -0.39791 -1.28693 -0.0527
H -3.04542 0.34502 -2.04595 0.1151
H -0.87471 -0.70998 -1.99908 0.1004
N -0.11951 -2.71565 -0.32622 -0.0994
C 0.62135 -2.96258 0.89046 -0.1381
H -0.04821 -2.97350 1.74851 0.1087
C 1.69807 -1.88844 1.10374 -0.1514
N 2.58623 -1.87551 -0.04376 -0.1581
C 1.85139 -1.56171 -1.25307 -0.1593
C 0.78328 -2.64242 -1.44994 -0.1475
H 0.22234 -2.47915 -2.36956 0.1177
H 1.28869 -3.61263 -1.52091 0.1262
H 2.54446 -1.56320 -2.09751 0.1309
H 1.35861 -0.57558 -1.19487 0.1176
C 3.83973 -1.18040 0.10881 -0.1378
H 4.52068 -1.58118 -0.65389 0.1293
C 3.87751 0.35766 -0.07320 -0.3477
O 5.20699 0.76810 -0.32093 -0.0231
H 5.76412 0.47714 0.41028 0.0979
C 3.31380 1.16910 1.11307 -0.1300
O 1.91215 1.20031 1.20040 -0.0668
C 1.18442 1.98538 0.34887 -0.2079
C 1.70522 2.75609 -0.66094 -0.0184
C 0.85692 3.52113 -1.47627 -0.0747
C -0.49287 3.52760 -1.27953 -0.0452
C -1.06220 2.76875 -0.23501 -0.1681
C -2.44569 2.79229 0.03439 -0.0371
C -2.97320 2.07252 1.06877 -0.0884
C -2.14279 1.27968 1.87161 -0.0719
C -0.79740 1.23293 1.63631 -0.0107
C -0.22221 1.97852 0.58856 -0.0863
H -0.15227 0.63820 2.26420 0.1096
H -2.57281 0.70832 2.68053 0.1075
H -4.03159 2.11198 1.27739 0.1031
H -3.08081 3.40412 -0.59086 0.1130
H -1.14059 4.11971 -1.90910 0.1083
H 1.29822 4.10988 -2.26712 0.1046
H 2.76645 2.79529 -0.84907 0.1089
H 3.72082 2.18777 1.05346 0.1333
H 3.64197 0.71971 2.05743 0.1386
H 3.33080 0.62068 -0.98291 0.1321
H 4.24809 -1.43541 1.09262 0.1264
H 2.28102 -2.13122 1.99535 0.1267
H 1.20033 -0.92059 1.25525 0.1038
H 1.10482 -3.94194 0.80261 0.1252
H -2.09492 -3.02446 1.39681 0.1038
H -4.25389 -1.91694 1.35532 0.1117
H -5.85141 -0.72046 -1.03453 0.0802
H -5.14506 0.88824 -0.89267 0.0702
H -5.62842 -0.00570 0.55944 0.0737
```

Properties
**Energy relative to the best compared isomer or geometry (same formula, charge and spin)**: 53.7 kcal per mole
**LUMO level**: 0.70 eV
**SMILES**: Cc1ccc(N2CCN(C[C@H](O)COc3cccc4ccccc34)CC2)cc1
**HOMO-LUMO gap**: 7.93 eV
**M**: 376.50 g mol⁻¹

***

Entry 3:
Computed, not measured: an isolated molecule of C24H28N2O2S, with ωB97M-V/def2-TZVPD.

Structure (XYZ):
```
57
Properties=species:S:1:pos:R:3:lowdin_charge:R:1
C -2.69163 -2.91285 1.64897 -0.3930
H -3.19125 -3.87518 1.59773 0.0300
H -2.09182 -2.75524 0.75687 0.0100
H -2.08392 -2.86442 2.54829 0.0329
S -4.01806 -1.67220 1.71262 0.8808
C -3.16277 -0.14636 1.44569 -0.5470
C -3.93274 0.95142 1.07420 -0.1057
C -3.33012 2.16075 0.80095 -0.0329
C -1.95058 2.30437 0.89630 -0.2441
C -1.19978 1.21507 1.31652 -0.0433
C -1.79263 -0.00348 1.59398 -0.0919
H -1.17504 -0.83162 1.90626 0.0955
H -0.12738 1.31090 1.41261 0.1105
C -1.26241 3.54325 0.40137 -0.1181
H -1.83904 4.43897 0.63442 0.1142
H -0.27395 3.62861 0.85648 0.1134
C -1.10480 3.42963 -1.13222 -0.1529
N -0.57046 2.13598 -1.48247 0.0833
C -1.40921 1.13059 -1.78757 -0.4444
O -2.56360 1.31453 -2.14067 0.0539
C -0.88143 -0.27805 -1.69138 -0.0357
C -1.79891 -1.25006 -2.09528 -0.0018
C -1.54538 -2.60571 -2.00830 -0.0584
C -0.33790 -3.05430 -1.49540 -0.0299
C 0.58064 -2.10932 -1.08963 -0.1428
C 0.33913 -0.73236 -1.17660 -0.0046
C 1.54399 -0.04905 -0.63829 -0.3562
O 1.76454 1.15142 -0.52817 0.0421
N 2.41296 -1.01049 -0.25829 -0.0077
C 1.93285 -2.34569 -0.49991 -0.0747
H 1.88062 -2.92081 0.43316 0.1430
H 2.59312 -2.88300 -1.19215 0.1441
C 3.72610 -0.76561 0.31218 -0.2738
C 4.62642 -0.01753 -0.67424 -0.1408
C 6.01262 0.18274 -0.07059 -0.1981
C 5.91626 0.95035 1.24425 -0.2052
C 5.01034 0.21368 2.22604 -0.1979
C 3.62296 0.01555 1.62455 -0.1428
H 2.97877 -0.52355 2.32367 0.1202
H 3.16855 0.98501 1.41861 0.1133
H 5.44746 -0.75946 2.46503 0.1136
H 4.92823 0.78007 3.15535 0.1102
H 6.91095 1.07384 1.67675 0.1081
H 5.50628 1.94361 1.05182 0.1170
H 6.47673 -0.79063 0.10933 0.1135
H 6.64267 0.72768 -0.77563 0.1101
H 4.69614 -0.58142 -1.60766 0.1206
H 4.17444 0.95020 -0.89388 0.1156
H 4.16190 -1.75104 0.51738 0.1547
H -0.12111 -4.10879 -1.40978 0.1171
H -2.29258 -3.31435 -2.33198 0.1108
H -2.74543 -0.89402 -2.47443 0.1209
H 0.36112 1.92142 -1.12340 0.0842
H -0.43830 4.21088 -1.50494 0.1187
H -2.08138 3.51882 -1.61330 0.1186
H -3.93427 2.99577 0.47932 0.1208
H -5.00098 0.83439 0.97602 0.1021
```

Properties
**Energy relative to the best compared isomer or geometry (same formula, charge and spin)**: 1.4 kcal per mole
**LUMO level**: 0.25 eV
**SMILES**: CSc1ccc(CCNC(=O)c2cccc3c2C(=O)N(C2CCCCC2)C3)cc1
**HOMO-LUMO gap**: 8.00 eV
**M**: 408.57 g mol⁻¹